Here is a structure of composition C38H79AsF6NO16S8 at a distorted geometry from the Open Molecules 2025 dataset. Energies are from ωB97M-V with the def2-TZVPD basis set.

Results
Total charge: -1
E in Ha: -8774.32659
Orbital gap in Eh: 0.30956

Last column: Mulliken charge in e.
Cartesian coordinates (Å):
As (-0.38392, 1.73351, 0.04634)  2.164
F (-0.91549, 3.11694, -0.97297)  -0.524
F (-0.57783, 0.71521, -1.42028)  -0.543
F (0.08919, 0.29650, 1.03941)  -0.539
F (-0.26011, 2.80974, 1.44920)  -0.515
F (-2.10835, 1.36465, 0.48792)  -0.530
F (1.30279, 2.04122, -0.37296)  -0.518
C (1.42214, -2.20329, -8.36103)  -1.386
C (1.53007, -1.40294, -7.08306)  -0.242
N (2.19398, -0.10574, -7.32622)  0.023
C (3.59940, -0.29438, -7.72384)  -0.602
C (4.54767, -0.89951, -6.66403)  -1.038
C (2.01458, 0.91379, -6.29197)  -0.418
C (0.53241, 1.31568, -6.12354)  -1.183
H (1.01961, -1.69580, -9.23769)  0.300
H (0.77039, -3.06203, -8.20015)  0.436
H (2.39887, -2.62259, -8.60249)  0.309
H (0.50604, -1.24820, -6.74316)  0.305
H (2.00676, -1.90403, -6.24057)  0.266
H (3.63020, -1.02294, -8.53399)  0.279
H (4.00465, 0.64949, -8.08851)  0.400
H (4.27771, -1.90685, -6.34705)  0.251
H (5.58663, -1.01868, -6.97136)  0.414
H (4.51909, -0.25061, -5.78869)  0.271
H (2.57713, 1.79444, -6.60196)  0.338
H (2.40796, 0.53863, -5.34720)  0.310
H (-0.02371, 0.41814, -5.85289)  0.255
H (0.01963, 1.84103, -6.92925)  0.310
H (0.44810, 2.12883, -5.40259)  0.409
C (4.82226, 6.23557, -0.69651)  -0.564
C (3.49678, 6.36821, 0.09942)  -0.655
C (3.94439, 6.05448, 1.53336)  -0.685
S (5.54905, 6.89269, 1.79505)  1.114
O (6.53623, 5.98625, 2.32997)  -0.634
O (5.42233, 8.25098, 2.28167)  -0.650
C (5.88692, 7.09668, -0.03163)  -0.686
H (4.64423, 6.45239, -1.74979)  0.341
H (5.10815, 5.18468, -0.65199)  0.249
H (2.65088, 5.77560, -0.24896)  0.423
H (3.13990, 7.39640, 0.03963)  0.300
H (4.18322, 4.99419, 1.61601)  0.285
H (3.34223, 6.39819, 2.37442)  0.443
H (6.90981, 6.83144, -0.29894)  0.372
H (5.75904, 8.16463, -0.20834)  0.348
C (-5.03285, -5.59037, 3.57048)  -0.538
C (-3.77932, -4.74046, 3.97137)  -0.562
C (-3.55223, -3.74031, 2.84923)  -0.705
S (-5.26943, -3.10032, 2.47286)  1.079
O (-5.55701, -3.17668, 1.04154)  -0.631
O (-5.55718, -1.88804, 3.27415)  -0.636
C (-6.15082, -4.53305, 3.28189)  -0.757
H (-5.43250, -6.10193, 4.44609)  0.296
H (-4.87611, -6.25861, 2.72374)  0.303
H (-2.89831, -5.35775, 4.14712)  0.325
H (-3.85507, -4.23439, 4.93378)  0.325
H (-3.37463, -4.32908, 1.94928)  0.242
H (-2.78528, -2.97590, 2.97395)  0.519
H (-6.97063, -4.79562, 2.61326)  0.393
H (-6.55977, -4.02859, 4.15733)  0.348
C (6.18850, -0.53627, 0.70309)  -0.688
C (6.51889, 0.86884, 1.23094)  -0.512
C (6.55415, 0.72271, 2.76466)  -0.701
S (7.16713, -0.99154, 3.12535)  1.071
O (6.24590, -1.73249, 3.96268)  -0.606
O (8.52237, -0.88822, 3.65458)  -0.666
C (7.16899, -1.55008, 1.33645)  -0.650
H (6.21151, -0.54089, -0.38665)  0.365
H (5.13665, -0.78903, 0.83661)  0.314
H (5.78344, 1.59897, 0.89314)  0.307
H (7.47701, 1.16489, 0.80378)  0.275
H (5.59830, 0.73843, 3.28829)  0.353
H (7.18848, 1.38820, 3.35019)  0.396
H (6.91955, -2.61115, 1.33282)  0.406
H (8.17899, -1.54403, 0.92662)  0.335
C (-2.39530, 7.80817, 0.53831)  -0.547
C (-3.29338, 8.01665, -0.65784)  -0.580
C (-4.39573, 6.92003, -0.62534)  -0.787
S (-4.85475, 6.79140, 1.17463)  1.049
O (-5.13141, 5.41836, 1.60816)  -0.580
O (-5.79940, 7.89209, 1.42389)  -0.651
C (-3.21567, 7.27398, 1.75006)  -0.619
H (-1.96806, 8.75773, 0.86064)  0.244
H (-1.55434, 7.18284, 0.23859)  0.308
H (-2.68676, 8.07017, -1.56186)  0.350
H (-3.82727, 8.96356, -0.57774)  0.294
H (-4.02717, 5.98186, -1.04019)  0.371
H (-5.33083, 7.14141, -1.13980)  0.421
H (-2.74891, 6.33426, 2.04529)  0.277
H (-3.32401, 7.92624, 2.61661)  0.453
C (0.44089, 1.32542, 6.59285)  -0.520
C (0.48266, 2.90390, 6.38758)  -0.601
C (-0.94814, 3.45864, 6.23437)  -0.625
S (-2.15857, 2.08730, 6.25643)  1.004
O (-3.13791, 2.13443, 5.14009)  -0.573
O (-2.64286, 1.98074, 7.64529)  -0.658
C (-0.87483, 0.85602, 5.93842)  -0.764
H (0.44359, 1.01640, 7.63813)  0.338
H (1.24672, 0.87308, 6.01482)  0.302
H (1.04437, 3.11945, 5.47867)  0.312
H (0.94900, 3.34890, 7.26655)  0.274
H (-1.02371, 3.81744, 5.20789)  0.278
H (-1.26224, 4.26280, 6.89978)  0.430
H (-0.70760, 0.94978, 4.86541)  0.319
H (-1.29595, -0.13484, 6.10862)  0.484
C (-5.59643, -0.02272, -4.23407)  -0.434
C (-7.07177, -0.35726, -4.30636)  -0.653
C (-7.86877, -0.19767, -2.94322)  -0.716
S (-7.01444, 1.26226, -2.15830)  0.954
O (-7.04107, 1.20218, -0.70597)  -0.561
O (-7.42137, 2.43791, -2.88246)  -0.619
C (-5.35661, 0.62587, -2.84430)  -0.729
H (-5.37878, 0.65008, -5.06356)  0.236
H (-4.93305, -0.87831, -4.36053)  0.286
H (-7.13273, -1.29613, -4.85674)  0.414
H (-7.51992, 0.27947, -5.06914)  0.293
H (-7.69973, -1.13260, -2.40898)  0.285
H (-8.94908, -0.05264, -2.94040)  0.453
H (-5.02626, -0.18586, -2.19618)  0.310
H (-4.65290, 1.45619, -2.78543)  0.479
C (-1.00777, -4.86746, -3.74218)  -0.690
C (-1.49299, -5.10347, -2.31419)  -0.465
C (-2.18709, -6.50542, -2.23719)  -0.675
S (-1.61954, -7.54851, -3.67340)  1.072
O (-2.72894, -7.56475, -4.58793)  -0.619
O (-0.88862, -8.75954, -3.31444)  -0.641
C (-0.39701, -6.24425, -4.28612)  -0.767
H (-0.46916, -3.92078, -3.78465)  0.399
H (-1.85814, -4.64194, -4.38569)  0.302
H (-2.19943, -4.32562, -2.02439)  0.322
H (-0.63622, -5.21123, -1.64905)  0.271
H (-3.24010, -6.70019, -2.03383)  0.408
H (-1.76317, -7.10349, -1.43053)  0.305
H (-0.24102, -6.29084, -5.36389)  0.423
H (0.55710, -6.46773, -3.80878)  0.353
C (2.20737, -4.54071, 5.17297)  -0.514
C (2.67760, -5.87625, 5.74558)  -0.740
C (2.06446, -7.01629, 4.97078)  -0.633
S (2.44018, -6.46879, 3.20860)  1.034
O (1.35862, -6.76098, 2.31630)  -0.609
O (3.83778, -6.72439, 2.84853)  -0.617
C (2.31569, -4.66397, 3.68052)  -0.648
H (2.67936, -3.58904, 5.41719)  0.329
H (1.16875, -4.53052, 5.50351)  0.251
H (2.58575, -5.93253, 6.83024)  0.398
H (3.74412, -5.84394, 5.52284)  0.324
H (1.01343, -7.04965, 5.25766)  0.305
H (2.39691, -8.04116, 5.13577)  0.418
H (1.45500, -4.35269, 3.08857)  0.386
H (3.14772, -4.19340, 3.15669)  0.314

Here is a structure of composition C38H80BBrN5O6P at a distorted geometry from the Open Molecules 2025 dataset. Energies are from ωB97M-V with the def2-TZVPD basis set.

Results
2S+1: 3
Expectation value of S²: 2.01
E in Ha: -5161.15848
Orbital gap (alpha / beta) in Eh: 0.29839 / 0.33586

Last column: Mulliken spin population.
Cartesian coordinates (Å):
C (1.54671, -4.35777, 1.60308)  -0.002
C (1.04222, -3.54759, 0.40452)  0.001
B (-0.30453, -2.78663, 0.68867)  0.000
O (-1.02311, -3.09439, 1.82478)  0.000
C (-0.88560, -1.60666, -0.27178)  0.000
C (-0.46873, -1.90525, -1.71205)  0.000
O (-2.30206, -1.54081, -0.07711)  0.000
C (-3.10509, -2.30049, -0.95714)  0.000
C (-4.52142, -2.35592, -0.41749)  0.000
C (-5.20577, -0.98093, -0.54145)  0.000
C (-4.60379, -2.96753, 0.99067)  0.000
C (-4.06467, -4.41531, 0.96181)  0.000
C (-6.07797, -3.01087, 1.41452)  0.000
O (-0.21058, -0.44157, 0.19552)  0.000
C (-0.84455, 0.80269, 0.42825)  0.000
C (0.28374, 1.57286, 1.18876)  0.000
C (-0.00840, 2.98549, 1.54062)  0.000
N (0.83709, 3.91044, 1.34428)  0.000
C (-2.02487, 0.67989, 1.41438)  0.000
C (-3.45993, 0.93338, 0.94610)  0.000
C (-3.88176, 2.39701, 1.13158)  0.000
C (-4.37896, 0.08909, 1.84039)  0.000
C (-1.17419, 1.63712, -0.83136)  0.000
C (-2.01655, 0.95070, -1.91335)  0.000
C (-3.22049, 1.78435, -2.34357)  0.000
N (-4.15616, 0.95702, -3.10529)  0.000
N (0.01772, 2.30022, -1.40751)  0.000
Br (1.29184, 1.22543, -2.21462)  0.000
P (-0.19557, 3.73455, -2.22613)  -0.001
O (-0.39678, 3.66416, -3.67981)  0.001
H (2.35433, -5.02167, 1.31700)  0.002
H (0.75899, -4.96571, 2.03459)  -0.001
H (1.87771, -3.67419, 2.37852)  0.003
H (0.93548, -4.20317, -0.45870)  0.000
H (1.79083, -2.79979, 0.14417)  0.000
H (-1.12089, -2.31959, 2.38562)  0.000
H (-0.99938, -1.31833, -2.45252)  0.000
H (-0.57676, -2.96026, -1.93479)  0.000
H (0.59322, -1.70474, -1.75812)  0.000
H (-2.74499, -3.32178, -1.04790)  0.000
H (-3.14666, -1.84143, -1.94393)  0.000
H (-5.05462, -3.05522, -1.06074)  0.000
H (-6.03768, -1.03959, -1.23647)  0.000
H (-5.60237, -0.61783, 0.39769)  0.000
H (-4.50549, -0.25095, -0.93795)  0.000
H (-4.04980, -2.36809, 1.70545)  0.000
H (-3.16829, -4.53022, 1.55879)  0.000
H (-4.80349, -5.09308, 1.37746)  0.000
H (-3.89048, -4.75962, -0.05164)  0.000
H (-6.23048, -3.71761, 2.22316)  0.000
H (-6.44376, -2.04880, 1.76007)  0.000
H (-6.70071, -3.33370, 0.58349)  0.000
H (0.41537, 1.02035, 2.12132)  0.000
H (1.22410, 1.49613, 0.66211)  0.000
H (-0.96873, 3.21765, 2.00088)  0.000
H (0.47230, 4.79908, 1.68078)  0.000
H (-1.86056, 1.27312, 2.30843)  0.000
H (-1.99436, -0.35436, 1.74895)  0.000
H (-3.64827, 0.59520, -0.06816)  0.000
H (-4.76173, 2.62418, 0.53897)  0.000
H (-3.08418, 3.10608, 0.93328)  0.000
H (-4.16219, 2.53881, 2.17326)  0.000
H (-5.42301, 0.32475, 1.66217)  0.000
H (-4.14055, 0.28389, 2.88385)  0.000
H (-4.20897, -0.96871, 1.65516)  0.000
H (-1.76830, 2.46424, -0.45233)  0.000
H (-1.44095, 0.79610, -2.82025)  0.000
H (-2.40024, -0.02001, -1.60346)  0.000
H (-3.68368, 2.27975, -1.48571)  0.000
H (-2.88695, 2.56832, -3.02145)  0.000
H (-5.04937, 1.41933, -3.18385)  0.000
H (-4.28152, 0.05280, -2.67309)  0.000
H (-1.29992, 4.28909, -1.56113)  0.000
H (0.88848, 4.55217, -1.89069)  0.000
C (0.93172, 5.46550, -7.90729)  0.026
C (1.77355, 5.14722, -6.64711)  0.011
C (1.24199, 5.92794, -5.44766)  0.030
C (1.56660, 7.42122, -5.49644)  -0.020
C (3.06366, 7.64545, -5.71121)  0.029
C (3.61077, 6.90509, -6.93146)  0.011
N (3.21684, 5.46332, -6.88154)  0.389
O (3.97991, 4.80156, -6.08288)  0.546
C (3.10938, 7.57622, -8.22158)  0.016
C (5.12951, 7.00497, -6.96211)  -0.012
C (1.60161, 3.65863, -6.38692)  -0.010
H (0.44748, 6.44080, -7.86244)  0.001
H (1.53964, 5.42767, -8.81075)  -0.016
H (0.13954, 4.72865, -8.02675)  0.002
H (1.66218, 5.50576, -4.53018)  0.000
H (0.16344, 5.78177, -5.38258)  0.000
H (0.98923, 7.91699, -6.28184)  -0.001
H (1.26126, 7.88830, -4.55772)  0.001
H (3.27437, 8.71143, -5.82425)  0.000
H (3.60336, 7.31308, -4.81891)  0.005
H (3.39997, 6.99400, -9.09672)  -0.009
H (3.56031, 8.56434, -8.31280)  0.001
H (2.03278, 7.72078, -8.24994)  0.001
H (5.58150, 6.65065, -6.03862)  0.002
H (5.41480, 8.04813, -7.09770)  0.000
H (5.54243, 6.42621, -7.78921)  -0.002
H (2.00431, 3.07048, -7.21452)  -0.009
H (0.54129, 3.43644, -6.28816)  0.001
H (2.08267, 3.33377, -5.46757)  0.008
C (4.68220, -5.08835, 8.10716)  0.019
C (4.48263, -5.06069, 6.57293)  0.008
C (4.08877, -3.65653, 6.11150)  0.030
C (2.65365, -3.27213, 6.46926)  -0.023
C (1.67015, -4.33462, 5.97947)  0.012
C (2.01741, -5.74202, 6.45959)  0.008
N (3.44641, -6.05349, 6.15111)  0.385
O (3.59162, -6.38632, 4.91575)  0.545
C (1.73059, -5.87128, 7.96569)  0.021
C (1.12093, -6.76062, 5.76933)  -0.012
C (5.81780, -5.43892, 5.94607)  -0.007
H (4.11968, -4.31162, 8.62416)  0.000
H (4.39725, -6.05241, 8.52627)  -0.012
H (5.73085, -4.93280, 8.35560)  0.002
H (4.20654, -3.59418, 5.02503)  0.005
H (4.79003, -2.93919, 6.54346)  0.002
H (2.55052, -3.12297, 7.54753)  0.000
H (2.41211, -2.31261, 6.00780)  0.001
H (0.65904, -4.08450, 6.30831)  0.003
H (1.65236, -4.32380, 4.88496)  0.014
H (2.07727, -6.83400, 8.34269)  -0.010
H (0.65550, -5.81445, 8.13388)  0.001
H (2.18194, -5.08654, 8.56735)  0.002
H (1.16776, -6.67907, 4.68562)  0.003
H (0.08890, -6.59018, 6.07464)  0.000
H (1.39790, -7.77778, 6.04876)  -0.002
H (6.10380, -6.45571, 6.21820)  -0.002
H (6.58389, -4.75623, 6.31213)  0.000
H (5.79716, -5.36869, 4.86106)  0.003

The highest E belongs to which entry? C38H80BBrN5O6P

Which value of E does entry 1 give? -8774.32659 Ha

Among the records above, which one has the lowest E? C38H79AsF6NO16S8

Among the records above, which one has the lowest E? C38H79AsF6NO16S8